# 1
This record from the OMol25 dataset describes a structure of composition C56H45N2O7P2S2SeSn. The level of theory is ωB97M-V with the def2-TZVPD basis set.

LUMO in eV: -2.4
Gap between HOMO and LUMO in eV: 6.97

Structure (ORCA input):
```
! wB97M-V def2-TZVPD RIJCOSX def2/J DEFGRID3
* xyz 1 1
Sn 0.17897 -0.30474 0.35769
O 2.08748 1.38898 1.25765
S 3.19293 0.76952 2.07145
C 3.63556 -0.85118 1.35614
C 4.16281 -1.81462 2.20809
C 4.86150 -2.90005 1.70149
C 5.09521 -2.99031 0.34190
C 4.53117 -2.05436 -0.51184
C 3.75207 -0.99816 -0.04546
P 2.74162 -0.00073 -1.22471
C 2.38453 -1.04430 -2.68717
C 1.79600 -0.31711 -3.73234
C 1.35059 -0.94673 -4.88169
C 1.46132 -2.32862 -5.00239
C 1.98903 -3.06379 -3.95485
C 2.43949 -2.42946 -2.80101
C 3.94711 1.22607 -1.86971
C 4.03681 2.45692 -1.21718
C 4.90884 3.43611 -1.67632
C 5.68995 3.20070 -2.79846
C 5.60884 1.97751 -3.45185
C 4.74468 0.99466 -2.99059
C 2.48797 0.36784 3.66725
C 3.42971 0.09239 4.65375
C 3.02747 -0.20695 5.94361
C 1.67785 -0.19940 6.24394
C 0.74803 0.14921 5.27572
C 1.11867 0.46535 3.96897
P -0.20147 1.08894 2.82260
C -0.09650 2.89827 2.99405
C 0.89033 3.55687 3.71971
C 0.89963 4.94403 3.78583
C -0.07864 5.68220 3.13481
C -1.06467 5.03092 2.40355
C -1.07035 3.64623 2.32781
C -1.73536 0.62087 3.68590
C -2.03816 -0.74526 3.67310
C -3.24453 -1.20498 4.17127
C -4.17041 -0.30179 4.68057
C -3.87485 1.05264 4.70524
C -2.66314 1.51685 4.20824
H 4.02337 -1.73887 3.27587
H 5.24181 -3.65467 2.37856
H 5.69944 -3.79452 -0.05832
H 4.70529 -2.13870 -1.57573
H 1.69011 0.75906 -3.63380
H 0.91325 -0.36243 -5.68325
H 1.12757 -2.82808 -5.90368
H 2.05282 -4.14238 -4.03026
H 2.80327 -3.03736 -1.98510
H 3.41174 2.64763 -0.35127
H 4.97027 4.38742 -1.16217
H 6.35884 3.96856 -3.16615
H 6.21958 1.78777 -4.32588
H 4.68969 0.04636 -3.51194
H 4.48578 0.12793 4.40864
H 3.76296 -0.43320 6.70464
H 1.34262 -0.43576 7.24536
H -0.29696 0.19319 5.54818
H 1.65644 2.99711 4.24192
H 1.67087 5.44830 4.35512
H -0.07648 6.76275 3.20156
H -1.83344 5.60205 1.89687
H -1.84045 3.13810 1.75490
H -1.31952 -1.45161 3.27138
H -3.46883 -2.26421 4.14781
H -5.12157 -0.65674 5.05647
H -4.59138 1.75723 5.10895
H -2.44784 2.57678 4.23537
O -2.90122 -5.09714 -1.20377
C -2.89541 -4.50725 -2.44135
C -3.43146 -5.14290 -3.55322
C -3.34598 -4.55128 -4.80361
C -2.69840 -3.33148 -4.95381
C -2.16370 -2.71038 -3.83973
C -2.29111 -3.26736 -2.56649
C -1.66470 -2.47797 -1.46316
O -2.03348 -2.27995 0.99962
O -0.50048 -2.17165 -1.56658
H -3.31728 -5.96368 -1.26465
H -3.90187 -6.11405 -3.43527
H -3.77384 -5.05416 -5.66176
H -2.60983 -2.87254 -5.92955
H -1.63461 -1.76910 -3.93531
O -2.97066 1.61986 0.07841
C -3.04469 0.41096 -0.11979
N -1.99349 -0.44834 -0.23681
C -2.46454 -1.80021 -0.30435
O -2.29676 -3.65993 1.18976
C -3.97382 -1.71124 -0.39461
C -4.96399 -2.66838 -0.52350
C -6.28927 -2.23694 -0.53482
C -6.61380 -0.88911 -0.40140
C -5.61217 0.06436 -0.25532
C -4.30626 -0.37495 -0.26051
H -4.73592 -3.72224 -0.58521
H -7.08125 -2.96740 -0.64555
H -7.65312 -0.58546 -0.40566
H -5.83693 1.11668 -0.13481
Se -0.80451 -4.61311 0.86420
C 0.20426 -3.76864 2.17419
N 0.80434 -3.16634 2.95251
O 0.08372 1.56462 -0.85330
S -0.67939 2.90000 -0.95520
C -1.59022 2.81114 -2.51797
C -0.72350 3.45196 -3.59738
C -0.00078 4.61288 -2.91238
C 0.57443 4.02536 -1.62846
H -2.52428 3.35060 -2.35250
H -1.81743 1.75626 -2.66221
H -1.33008 3.78766 -4.43816
H 0.00257 2.72950 -3.97764
H -0.71430 5.40886 -2.68414
H 0.78474 5.04185 -3.53423
H 0.82601 4.76129 -0.86468
H 1.43720 3.38706 -1.81870
*
```

# 2
This record from the OMol25 dataset describes a structure of composition C15H13BrN4OV. The level of theory is ωB97M-V with the def2-TZVPD basis set.

LUMO (alpha / beta) in eV: -6.4 / -6.3
Expectation value of S²: 3.76
Gap between HOMO and LUMO (alpha / beta) in eV: 8.36 / 8.58
Relative energy (zero: lowest compared OMol25 entry of this formula, charge and spin) in kcal/mol: 0.0

Structure (ORCA input):
```
! wB97M-V def2-TZVPD RIJCOSX def2/J DEFGRID3
* xyz 2 4
V -0.06502 0.14806 0.20925
N 2.41222 0.06625 2.39709
C 2.85023 0.02361 1.08800
C 4.22846 -0.01792 0.84490
C 4.66958 -0.05350 -0.44949
C 3.75142 -0.04932 -1.51094
C 2.43049 -0.00565 -1.19427
N 1.96528 0.03298 0.09195
C 1.15720 -0.01040 2.99242
C 1.14592 -0.05495 4.39152
C -0.04922 -0.14235 5.05024
C -1.23972 -0.18424 4.31480
C -1.15106 -0.12773 2.95918
N 0.02840 -0.03636 2.26988
H 3.16044 0.07782 3.07003
H 4.92421 -0.02506 1.67358
H 5.73253 -0.08888 -0.65046
H 4.06580 -0.07820 -2.54324
H 1.67841 0.00204 -1.97742
H 2.08161 -0.02520 4.93396
H -0.06442 -0.18272 6.13170
H -2.20487 -0.25788 4.79367
H -2.03661 -0.15148 2.33891
O -5.85992 2.11396 -0.44449
C -4.69261 1.49009 -0.37750
C -4.54592 0.09860 -0.39726
C -3.28475 -0.43167 -0.31973
N -2.16734 0.32885 -0.24032
C -2.36926 1.64938 -0.23527
Br -0.71948 2.60773 -0.15538
C -3.55948 2.30887 -0.28689
H -6.59731 1.49570 -0.52789
H -5.40360 -0.55645 -0.47564
H -3.13723 -1.50300 -0.32806
H -3.63926 3.38612 -0.27692
*
```

# 3
This record from the OMol25 dataset describes a structure of composition C5H7NO. The level of theory is ωB97M-V with the def2-TZVPD basis set.

LUMO (alpha / beta) in eV: -0.4 / -0.4
Gap between HOMO and LUMO (alpha / beta) in eV: 7.41 / 7.41
Relative energy (zero: lowest compared OMol25 entry of this formula, charge and spin) in kcal/mol: 111.9

Structure (ORCA input):
```
! wB97M-V def2-TZVPD RIJCOSX def2/J DEFGRID3
* xyz 0 1
C -0.22403 -0.80743 -1.96233
C -0.13028 -0.01455 -0.70952
C 0.13231 -0.42538 0.59850
C 0.27621 1.55586 0.84978
C -0.30400 -1.44384 1.33404
N 1.34706 2.19368 0.96186
O -0.15007 1.26917 -0.76282
H 1.40558 2.74817 1.80969
H -0.66637 1.68916 1.38057
H -0.76103 -0.24657 -2.72686
H -0.70107 -1.77146 -1.78091
H 0.78718 -0.99894 -2.33337
H 0.03709 -1.58576 2.35623
H -1.04859 -2.16212 0.98513
*
```

Q: What is the formula in the first record?
A: C56H45N2O7P2S2SeSn

Copy entry 2 word for word.
This record from the OMol25 dataset describes a structure of composition C15H13BrN4OV. The level of theory is ωB97M-V with the def2-TZVPD basis set.

LUMO (alpha / beta) in eV: -6.4 / -6.3
Expectation value of S²: 3.76
Gap between HOMO and LUMO (alpha / beta) in eV: 8.36 / 8.58
Relative energy (zero: lowest compared OMol25 entry of this formula, charge and spin) in kcal/mol: 0.0

Structure (ORCA input):
```
! wB97M-V def2-TZVPD RIJCOSX def2/J DEFGRID3
* xyz 2 4
V -0.06502 0.14806 0.20925
N 2.41222 0.06625 2.39709
C 2.85023 0.02361 1.08800
C 4.22846 -0.01792 0.84490
C 4.66958 -0.05350 -0.44949
C 3.75142 -0.04932 -1.51094
C 2.43049 -0.00565 -1.19427
N 1.96528 0.03298 0.09195
C 1.15720 -0.01040 2.99242
C 1.14592 -0.05495 4.39152
C -0.04922 -0.14235 5.05024
C -1.23972 -0.18424 4.31480
C -1.15106 -0.12773 2.95918
N 0.02840 -0.03636 2.26988
H 3.16044 0.07782 3.07003
H 4.92421 -0.02506 1.67358
H 5.73253 -0.08888 -0.65046
H 4.06580 -0.07820 -2.54324
H 1.67841 0.00204 -1.97742
H 2.08161 -0.02520 4.93396
H -0.06442 -0.18272 6.13170
H -2.20487 -0.25788 4.79367
H -2.03661 -0.15148 2.33891
O -5.85992 2.11396 -0.44449
C -4.69261 1.49009 -0.37750
C -4.54592 0.09860 -0.39726
C -3.28475 -0.43167 -0.31973
N -2.16734 0.32885 -0.24032
C -2.36926 1.64938 -0.23527
Br -0.71948 2.60773 -0.15538
C -3.55948 2.30887 -0.28689
H -6.59731 1.49570 -0.52789
H -5.40360 -0.55645 -0.47564
H -3.13723 -1.50300 -0.32806
H -3.63926 3.38612 -0.27692
*
```